(1)
The following is a DFT calculation (ωB97M-V/def2-TZVPD) of one molecule with the formula C6H11P.

Computed properties:
SMILES string = PCC1=CCCC1
charge = 0
energy relative to the best compared isomer or geometry (same formula, charge and spin) = 13.3 kcal per mole
total energy = -576.4964 a.u.

Atoms and positions in Å:
C1 -0.95813 -0.54939 -1.51588
C2 0.36589 -1.32595 -1.49622
C3 -1.06493 0.13574 -0.14402
C4 0.99568 -0.99664 -0.19106
C5 0.21273 -0.17405 0.61528
C6 0.08882 0.67355 2.11411
P1 1.28650 2.07512 2.16031
H1 -0.95748 0.18708 -2.31762
H2 -1.80076 -1.21849 -1.68297
H3 0.21080 -2.40567 -1.57295
H4 1.02841 -1.03477 -2.31510
H5 -1.18661 1.21666 -0.24875
H6 -1.93003 -0.23189 0.41451
H7 1.96506 -1.38123 0.07332
H8 -0.93343 1.02736 2.16875
H9 0.30635 -0.01299 2.92900
H10 0.93964 2.61633 0.92318
H11 2.34640 1.35777 1.61020

Forces on atoms 1 to 2 (eV/Å):
C -0.054 0.040 0.039
C 0.044 -0.113 -0.217



(2)
The following is a DFT calculation (ωB97M-V/def2-TZVPD) of a 2-piece molecular cluster, C6H11S overall.

Computed properties:
charge = -1
energy relative to the best compared isomer or geometry (same formula, charge and spin) = 9.1 kcal per mole
total energy = -633.3662 a.u.

Atoms and positions in Å:
C1 -0.80129 -1.05031 2.65943
C2 -0.64895 -1.80561 1.54442
C3 0.31331 -1.39651 0.51628
C4 0.56238 -2.17753 -0.57662
H1 -0.40096 -0.04844 2.70310
H2 -1.44347 -1.38193 3.51377
H3 -1.21907 -2.70750 1.37176
H4 0.72436 -0.36509 0.55790
H5 1.10164 -1.74548 -1.42942
H6 0.08892 -3.17763 -0.67750
C5 -0.40494 2.35011 -0.87692
C6 0.72954 1.68635 -1.73679
S1 2.09336 1.02684 -0.74850
H7 -0.02539 3.08538 -0.14576
H8 -0.91314 1.52809 -0.33789
H9 -1.13379 2.84559 -1.54609
H10 1.14967 2.42460 -2.45907
H11 0.22783 0.90906 -2.33211

Forces on atoms 1 to 2 (eV/Å):
C -1.173 -1.172 -0.158
C 0.744 1.155 1.039



(3)
The following is a DFT calculation (ωB97M-V/def2-TZVPD) of a 2-piece molecular cluster, C6H12 overall.

Computed properties:
charge = 0
energy relative to the best compared isomer or geometry (same formula, charge and spin) = 112.4 kcal per mole
total energy = -235.6392 a.u.

Atoms and positions in Å:
C1 -0.08178 -2.01752 -1.46918
C2 -1.33947 -0.47967 0.22343
C3 -0.81118 0.80355 -0.16176
C4 -0.63592 1.69298 1.10313
C5 0.55877 1.24909 0.36951
C6 1.51907 0.25632 0.98033
H1 -0.12366 -1.22090 -2.21996
H2 0.95388 -2.33462 -1.33307
H3 -0.70036 -2.85903 -1.79143
H4 -0.41715 -1.69268 -0.45869
H5 -2.22925 -0.70718 -0.39936
H6 -1.16086 1.36663 -1.02871
H7 -0.85856 1.21838 2.05355
H8 -0.99445 2.71256 0.99668
H9 1.01928 1.99683 -0.27530
H10 2.22587 0.77090 1.64153
H11 2.09635 -0.26159 0.20601
H12 0.97942 -0.49405 1.56329

Forces on atoms 1 to 2 (eV/Å):
C 0.157 -0.143 -0.360
C -0.283 0.584 0.186



Q: The lowest energy relative to the best compared isomer or geometry (same formula, charge and spin) belongs to which entry?
A: C6H11S



Q: What is the energy relative to the best compared isomer or geometry (same formula, charge and spin) in the first record?
A: 13.3 kcal per mole



Q: Which of these has the highest energy relative to the best compared isomer or geometry (same formula, charge and spin)?
A: C6H12



Q: Among the records above, which one has the lowest charge?
A: C6H11S